No. 1
Below is 4 unconnected molecules or ions with the total composition C15H23NO15S4, with properties calculated with ωB97M-V/def2-TZVPD.

XYZ file:
```
58
Properties=species:S:1:pos:R:3:forces:R:3
O 3.2318 -0.9344 4.4651 0.46 0.02 -1.46
S 2.9805 0.0921 3.4640 0.24 -1.09 3.54
O 2.1680 1.1367 4.0380 0.46 0.25 -1.73
O 4.4700 0.6224 3.0045 -2.32 -0.08 -0.45
C 4.2119 1.4415 1.8352 0.22 0.53 -1.85
C 4.0885 0.5527 0.5625 0.50 -0.67 -0.13
C 3.1559 -0.7093 0.7146 -0.25 0.46 0.04
C 2.2361 -0.7164 2.0068 -0.39 0.25 -1.85
C 0.8710 -0.0702 1.5782 1.85 -1.08 1.57
C -0.2669 -0.8508 1.8240 -1.28 0.14 -0.21
C -1.5597 -0.3683 1.4248 2.27 1.20 -0.51
C -1.4926 0.9126 0.7925 0.03 -1.38 0.95
C -0.2420 1.5644 0.6680 -0.42 1.68 -0.79
N 0.9907 1.1569 1.0278 -2.76 -1.57 0.28
H 3.2846 2.0482 1.9344 0.58 -0.41 0.28
H 5.0627 2.1378 1.6781 -0.48 -0.50 0.49
H 3.7436 1.1591 -0.3070 0.17 -0.23 0.83
H 5.1010 0.1696 0.2864 -0.64 0.38 0.28
H 3.7039 -1.6715 0.6571 -0.08 0.74 0.15
H 2.4542 -0.6835 -0.1519 0.50 -0.26 0.69
H 2.0841 -1.7815 2.2923 0.11 0.94 0.21
H -0.1718 -1.8414 2.3259 -0.03 0.99 -0.49
H -2.4760 -0.9581 1.5719 0.52 0.47 -0.09
H -2.4096 1.3852 0.4107 0.69 -0.18 0.34
H -0.2668 2.5733 0.1995 0.04 -0.77 0.34
O -0.9734 -5.9290 4.6119 -0.08 0.17 -0.35
S -0.4847 -4.6168 4.3775 0.60 0.12 0.56
O -1.0207 -3.7711 3.3669 -0.18 -0.22 0.08
O 1.1130 -4.6969 4.1897 -0.59 -0.23 0.23
C 1.7593 -3.8656 5.1662 0.13 0.68 0.04
C 0.8143 -3.8468 6.3495 0.33 -0.45 0.30
O -0.4952 -3.8078 5.7705 0.06 0.08 -0.67
H 1.8810 -2.8675 4.7404 0.09 -0.03 0.11
H 2.7365 -4.2690 5.4231 -0.09 -0.17 -0.17
H 0.9751 -2.9866 6.9953 -0.24 0.08 -0.14
H 0.8960 -4.7640 6.9387 0.03 0.04 0.00
O -3.6671 2.9646 -1.2539 0.27 -0.35 0.14
S -2.4785 2.7791 -2.0087 0.10 0.82 -0.52
O -1.7499 1.5606 -2.0114 -0.36 -0.04 -0.17
O -1.4682 3.9846 -1.6610 -0.59 -0.23 -0.10
C -1.1335 4.6988 -2.8564 0.42 -0.03 -0.45
C -2.3365 4.5337 -3.7625 -0.24 0.58 0.13
O -2.7785 3.1903 -3.5389 0.44 -0.26 0.37
H -0.2432 4.2381 -3.2908 -0.02 0.03 -0.01
H -0.9265 5.7428 -2.6306 -0.08 -0.10 0.24
H -2.0927 4.6886 -4.8112 -0.05 -0.28 0.00
H -3.1459 5.2088 -3.4745 0.05 0.02 -0.03
O -2.5004 0.5828 -8.1958 0.05 -0.29 -0.09
S -2.2286 -0.5156 -7.3359 -0.16 0.08 0.47
O -1.5147 -1.6638 -7.7670 0.02 0.28 -0.12
O -3.6190 -0.9868 -6.6680 0.34 0.45 -0.17
C -3.5211 -0.9117 -5.2425 0.21 -0.34 0.41
C -2.5205 0.1938 -4.9741 -0.43 0.35 0.12
O -1.5288 0.0457 -5.9958 -0.16 -0.55 -0.31
H -3.1572 -1.8740 -4.8743 -0.01 0.04 0.03
H -4.4951 -0.7025 -4.8043 -0.04 0.02 -0.25
H -2.0697 0.1174 -3.9874 0.21 -0.03 -0.16
H -2.9791 1.1783 -5.0879 -0.02 -0.05 0.06
```
Forces are in eV/Å.

Calculated values
LUMO level: 0.18 eV
ΔE to the lowest compared entry with this formula, charge and spin: 1.252 eV
2S+1: 1
calculated total energy: -91467.29970 eV
SMILES: O=S1(=O)OCCC[C@@H]1c1ccccn1.O=S1(=O)OCCO1.O=S1(=O)OCCO1.O=S1(=O)OCCO1
gap between HOMO and LUMO: 9.8 eV

No. 2
Below is a molecular structure, C15H24AuGeN4O2, with properties calculated with ωB97M-V/def2-TZVPD.

XYZ file:
```
47
Properties=species:S:1:pos:R:3:forces:R:3
Au 0.6432 0.2081 0.6327 -0.45 0.01 0.45
C 3.6796 -0.8973 3.5402 -0.13 0.08 -0.01
C 2.6493 -0.2554 2.6651 -0.38 0.06 0.09
N 1.5339 -0.8348 2.3503 0.66 0.28 -0.37
O 1.3660 -2.1148 2.8421 0.09 -0.12 -0.07
C 2.8613 1.1027 2.1486 0.18 -0.02 -0.06
C 3.9679 1.9842 2.6365 -0.02 -0.07 -0.05
N 2.0542 1.5493 1.2066 -0.08 -0.47 0.12
O 2.1734 2.6431 0.6418 0.22 0.38 0.10
H 3.6714 -1.9765 3.4156 -0.02 0.00 -0.02
H 3.4583 -0.6852 4.5891 -0.01 0.01 -0.01
H 4.6684 -0.5043 3.3163 -0.03 0.00 0.00
H 0.4390 -2.3213 2.6711 0.01 0.02 0.03
H 4.1440 1.8397 3.7011 0.00 -0.01 0.00
H 3.7032 3.0232 2.4532 -0.02 -0.02 0.02
H 4.9022 1.7871 2.1038 -0.02 0.01 0.00
N -1.3754 -2.9919 -1.1750 0.02 0.00 0.08
C -0.3199 -2.2213 -0.8772 -0.16 -0.10 0.20
N -0.6381 -1.2874 -0.0039 -0.01 0.11 -0.13
C -1.9953 -1.4401 0.2771 0.01 0.01 -0.03
C -2.8369 -0.7164 1.1184 0.00 0.03 0.01
C -4.1543 -1.1193 1.1794 0.05 0.08 0.06
C -4.6260 -2.2083 0.4309 -0.03 -0.08 -0.05
C -3.7987 -2.9314 -0.4024 -0.02 -0.03 -0.02
C -2.4715 -2.5216 -0.4625 0.09 0.02 -0.01
H -1.3598 -3.7730 -1.8100 -0.01 0.01 -0.02
H 0.6598 -2.3683 -1.3022 0.00 0.02 0.00
H -2.4719 0.1263 1.6925 -0.01 -0.02 0.00
H -4.8454 -0.5856 1.8176 0.02 0.00 0.00
H -5.6680 -2.4861 0.5120 0.01 0.00 -0.01
H -4.1661 -3.7704 -0.9778 0.00 0.01 0.01
C -1.2708 -0.0638 -3.0633 0.08 -0.09 -0.03
Ge -0.3176 1.5355 -2.4482 0.01 0.06 0.02
C -1.2929 3.1224 -3.0275 0.03 0.01 -0.07
C 1.5320 1.5325 -3.0698 -0.05 -0.04 -0.01
C -0.3091 1.6620 -0.4822 0.13 -0.50 -0.05
H -1.5317 0.0624 -4.1149 -0.01 0.00 0.01
H -2.1969 -0.2199 -2.5046 0.05 0.00 -0.01
H -0.6488 -0.9615 -2.9887 -0.10 0.19 -0.08
H -1.3222 3.1617 -4.1172 -0.01 0.01 0.02
H -0.8087 4.0301 -2.6665 -0.01 -0.03 0.00
H -2.3187 3.1041 -2.6575 0.03 -0.01 0.00
H 1.5702 1.5287 -4.1596 0.01 0.00 0.02
H 2.0665 0.6523 -2.7077 -0.01 -0.01 0.00
H 2.0553 2.4162 -2.7061 -0.01 0.01 0.01
H -1.3165 1.6525 -0.0528 0.03 0.07 -0.11
H 0.2622 2.5318 -0.1644 -0.11 0.14 -0.01
```
Forces are in eV/Å.

Calculated values
LUMO level (alpha / beta): -3.50 / -3.50 eV
2S+1: 1
total charge: +1
calculated total energy: -86199.06664 eV
gap between HOMO and LUMO (alpha / beta): 7.8 / 7.9 eV

No. 3
Below is a molecular structure, C15H24BN2PbS, with properties calculated with ωB97M-V/def2-TZVPD.

XYZ file:
```
44
Properties=species:S:1:pos:R:3:forces:R:3
C 4.2763 -0.7731 1.3382 -0.14 0.00 0.24
C 3.0498 -1.5331 0.9086 -0.21 -0.10 -0.08
C 3.1378 -2.9183 0.7597 -0.17 -0.01 0.00
C 2.0521 -3.6888 0.3657 0.05 0.11 0.01
C 0.8366 -3.0707 0.1084 0.21 0.13 0.07
C 0.7405 -1.6928 0.2481 0.24 -0.13 0.06
C 1.8235 -0.8985 0.6448 -0.08 -0.13 -0.11
C 1.6736 0.6038 0.7771 -0.19 -0.06 0.08
B 1.2063 1.4214 -0.5623 1.45 0.35 -0.30
C 1.0545 0.6130 -1.9463 -0.55 0.07 0.11
C -0.3333 2.1794 -0.3118 -1.91 0.66 0.06
C -1.3038 1.3242 0.5183 -0.71 0.41 -0.51
C -2.6946 1.1305 -0.1292 0.25 -0.59 0.54
C -3.4797 0.0472 0.6085 0.01 0.26 -0.05
C -4.9068 -0.1016 0.1087 0.08 -0.26 -0.09
N -4.8764 -0.5398 -1.2830 0.06 0.15 0.08
N 2.1723 2.6701 -0.7439 -0.45 -0.68 -0.20
C 3.2360 2.6464 -1.2879 0.06 0.16 0.30
S 4.6718 2.6156 -1.9290 0.13 0.05 -0.15
H 4.7591 -0.2792 0.4951 0.08 0.01 -0.04
H 4.9815 -1.4517 1.8138 0.12 -0.01 -0.14
H 4.0403 -0.0066 2.0767 0.01 0.00 -0.01
H 4.0842 -3.4033 0.9668 0.01 0.00 -0.01
H 2.1565 -4.7604 0.2558 0.01 0.02 0.01
H -0.0158 -3.6544 -0.2130 -0.03 0.02 0.01
H -0.2073 -1.2351 -0.0043 -0.06 0.09 -0.03
H 2.6374 1.0308 1.0497 -0.06 0.03 -0.01
H 1.0390 0.7983 1.6536 -0.02 0.08 0.02
H 0.1311 0.0230 -1.9861 0.04 -0.10 -0.01
H 1.0203 1.2913 -2.8018 0.10 0.02 -0.02
H 1.8684 -0.0982 -2.0869 0.13 0.05 0.01
H -0.7657 2.3896 -1.2994 0.29 -0.06 -0.17
H -0.0104 3.1564 0.1200 0.78 -0.33 0.18
H -1.4471 1.7993 1.5278 0.13 -0.70 0.65
H -0.9683 0.3213 0.7634 0.55 0.11 0.26
H -3.3344 2.0563 -0.0855 -0.37 -0.10 -0.44
H -2.5946 0.9093 -1.1906 -0.02 0.10 -0.07
H -2.9197 -0.8795 0.4561 -0.08 -0.11 0.02
H -3.4651 0.2384 1.6857 -0.03 0.03 0.00
H -5.4114 0.8656 0.1555 -0.08 0.05 0.02
H -5.4442 -0.7791 0.7793 -0.04 0.01 0.01
H -4.5187 -1.4854 -1.3375 -0.02 -0.07 -0.07
H -5.8026 -0.5508 -1.6878 -0.04 0.02 -0.03
Pb -2.1487 3.6694 0.7012 0.49 0.45 -0.21
```
Forces are in eV/Å.

Calculated values
LUMO level: -6.77 eV
2S+1: 1
total charge: +1
calculated total energy: -35674.48000 eV
gap between HOMO and LUMO: 3.7 eV

No. 4
Below is a molecular structure, C15H24Br24N2O4PS, with properties calculated with ωB97M-V/def2-TZVPD.

XYZ file:
```
71
Properties=species:S:1:pos:R:3:forces:R:3
C -0.9937 2.8385 1.8454 0.18 -0.01 1.19
C -0.6726 4.1657 1.0149 0.91 -0.78 -1.18
C -0.1154 3.6703 -0.4472 -0.03 -0.33 0.21
C -1.8353 5.2335 0.8181 0.13 0.57 -0.06
C -3.1872 5.0542 1.6562 -0.04 1.83 0.15
N -4.3162 4.8512 0.7005 0.43 -0.76 0.59
C -4.6708 3.4365 0.4563 -1.64 2.06 -0.45
S -3.4208 2.5082 -0.6127 0.13 0.04 0.28
C -5.1157 2.5988 1.7565 -1.83 -2.07 5.13
O -4.8273 1.3419 1.7956 -0.08 3.23 -1.33
O -5.7999 3.1702 2.8071 3.17 -0.98 -5.38
P -6.2452 3.4938 -0.6431 -0.35 -2.03 -0.13
N -6.7579 2.0430 -1.0829 1.03 1.81 0.74
O -5.8184 4.4681 -2.0095 -2.08 -0.06 2.71
O -7.4518 4.2922 0.3053 1.41 -0.72 -2.55
H -0.6069 3.0091 2.9255 -0.60 -0.50 -1.62
H -0.4667 1.9058 1.4093 -0.72 1.64 0.70
H -2.0950 2.5626 1.9467 1.46 0.48 -0.37
H 0.2243 4.6896 1.5182 -1.44 -0.82 -0.67
H 1.0343 3.6917 -0.4572 -1.67 0.00 -0.13
H -0.4455 2.5817 -0.6437 0.50 1.74 0.34
H -0.5363 4.2860 -1.3127 0.75 -0.60 1.20
H -2.1376 5.2958 -0.2956 0.40 -0.22 1.86
H -1.3935 6.2796 1.0542 -0.67 -1.65 -0.29
H -3.1504 4.3234 2.5306 -0.04 0.68 -1.36
H -3.3949 6.0877 2.1438 0.29 -1.72 -0.69
H -5.1332 5.4387 0.9255 0.57 -0.93 0.22
H -2.9147 3.3954 -1.5689 -1.06 -0.18 1.14
H -6.1010 1.3493 -0.6652 -0.70 0.55 -0.33
H -6.4103 5.2586 -1.9434 0.80 -0.61 -0.26
H -8.2643 3.7685 0.1076 0.80 0.28 0.30
C 2.6445 0.0750 1.4794 0.09 0.03 -0.19
Br 3.1290 1.7735 2.2815 -0.16 -0.31 -0.13
Br 1.7904 -1.1089 2.7577 0.12 0.19 -0.21
Br 1.5671 0.3121 -0.1150 0.24 -0.13 0.40
H 3.5707 -0.4066 1.1694 -0.25 0.12 0.13
C -1.8640 -2.0364 1.5222 -0.13 0.31 0.21
Br -3.2716 -1.4473 2.7167 0.35 -0.08 -0.43
Br -1.6977 -3.9714 1.5010 0.01 0.19 -0.07
Br -2.0826 -1.3126 -0.2639 -0.02 -0.16 0.36
H -0.9275 -1.6413 1.9133 -0.22 -0.14 -0.16
C 2.7861 -4.8583 2.6082 -0.22 -0.03 -0.04
Br 3.0029 -6.6937 2.0195 -0.07 0.42 0.28
Br 1.3454 -4.6780 3.8927 0.38 -0.07 -0.20
Br 4.4487 -4.1142 3.2790 -0.23 -0.11 -0.09
H 2.5064 -4.2738 1.7324 0.08 -0.11 0.25
C 8.0886 -5.6550 4.1082 -0.05 0.11 -0.15
Br 9.4486 -4.3051 4.4123 -0.22 -0.27 -0.02
Br 8.2621 -6.4760 2.3608 0.13 0.46 0.50
Br 8.0565 -6.9764 5.5297 0.02 0.23 -0.25
H 7.1256 -5.1464 4.1247 0.24 -0.18 0.02
C 6.3453 -8.7795 -0.4890 -0.16 -0.11 -0.02
Br 6.4855 -9.1853 1.4017 -0.26 -0.15 -0.50
Br 4.9926 -7.4343 -0.8357 0.41 -0.29 -0.04
Br 8.0616 -8.2905 -1.2510 -0.26 -0.04 0.20
H 6.0237 -9.6923 -0.9879 0.11 0.27 0.12
C -5.1334 4.9941 -6.0606 0.11 -0.21 -0.01
Br -6.2770 3.4308 -5.9668 0.22 0.35 0.05
Br -6.1445 6.6400 -5.8748 0.16 -0.26 -0.01
Br -3.6752 4.8968 -4.7868 -0.32 0.04 -0.25
H -4.6884 5.0047 -7.0539 -0.16 0.03 0.29
C 10.3993 -11.1251 2.7664 0.04 0.09 -0.02
Br 9.5186 -9.8043 3.8824 0.17 -0.33 -0.25
Br 11.2043 -12.5393 3.8229 -0.17 0.23 -0.18
Br 9.2121 -11.8314 1.4049 0.26 0.06 0.29
H 11.2095 -10.6145 2.2481 -0.23 -0.15 0.14
C -2.4441 4.0409 -9.5736 0.12 -0.10 -0.09
Br -3.5912 2.4801 -9.4772 0.20 0.35 0.06
Br -3.4536 5.6876 -9.3925 0.18 -0.26 -0.04
Br -0.9875 3.9457 -8.2968 -0.35 0.03 -0.22
H -1.9978 4.0483 -10.5667 -0.14 0.02 0.28
```
Forces are in eV/Å.

Calculated values
LUMO level: 0.68 eV
2S+1: 1
total charge: -1
calculated total energy: -1728255.76200 eV
gap between HOMO and LUMO: 5.6 eV